(1)
Density functional theory data (the ωB97M-V functional and the def2-TZVPD basis) for an isolated molecule of C4H5N3O at a distorted geometry.

The geometry in XYZ format:
```
13
Properties=species:S:1:pos:R:3:forces:R:3
O 2.039202 1.136715 1.558099 1.0689 -0.7655 -1.1139
C 2.074064 1.095603 0.361753 -1.5738 2.4606 -0.6190
N 0.825275 1.047784 -0.475394 1.6081 -1.1161 6.9240
C -0.139137 0.037934 -0.256579 -0.5076 1.6893 -3.4566
N -0.694274 -0.336041 -1.426703 1.1265 -1.1543 4.2817
C -1.637789 -1.297837 -0.948467 -0.9917 2.3587 1.4111
N -1.890722 -1.287550 0.347620 0.4934 -2.3399 -2.0681
C -0.878187 -0.495001 1.049576 -0.7466 0.8363 -1.5796
H 2.985169 1.445087 -0.452439 -1.7611 -1.1423 2.4858
H 1.358969 1.163796 -1.229369 0.3077 -0.2975 -5.5776
H -2.221326 -1.683926 -1.793408 -0.2036 -0.6205 1.0437
H -0.168409 -1.145619 1.731923 -1.7160 1.6280 -1.0799
H -1.652833 0.319056 1.533387 2.8959 -1.5368 -0.6516
```
Positions in Å, forces in eV/Å.

Energy above the lowest of the compared OMol25 structures with the same formula, charge and spin = 4.0389 eV
Calculated total energy = -10743.5758 eV
F_max = 0.1399 Eh/bohr
HOMO = -9.4 eV
Net charge = 0
Structure (SMILES) = O=CNC1=NC=NC1
Spin multiplicity = 1
Gap between HOMO and LUMO = 9.4 eV

***

(2)
Density functional theory data (the ωB97M-V functional and the def2-TZVPD basis) for an isolated molecule of C4H8O2 at a distorted geometry.

The geometry in XYZ format:
```
14
Properties=species:S:1:pos:R:3:forces:R:3
O -0.315199 1.145445 1.982529 -0.2840 -0.0442 0.2282
C 0.289068 0.702802 0.806829 0.3056 0.1852 -0.0339
C 0.397327 -0.798258 0.497280 0.0956 0.0699 0.1757
C 0.268892 -0.363532 -0.995932 0.3324 0.0473 0.2411
O -0.495932 -1.221582 -1.795750 0.0339 -0.1944 0.0825
C -0.394038 0.934004 -0.550710 -0.0569 0.1219 -0.0213
H -1.207800 0.777774 1.999154 0.0850 0.1122 0.1009
H 1.297008 1.122004 0.786527 -0.1001 0.1568 0.1129
H -0.496182 -1.339773 0.857946 0.1078 0.2689 -0.4075
H 1.274525 -1.344382 0.869639 -0.0896 0.2293 -0.2935
H 1.246081 -0.198038 -1.474027 -0.0832 0.0873 0.2816
H -0.199297 -2.035971 -1.393433 -0.4916 -0.9867 -0.6196
H -1.477173 0.764197 -0.491721 0.1721 0.0560 0.0704
H -0.187279 1.855310 -1.098332 -0.0270 -0.1093 0.0826
```
Positions in Å, forces in eV/Å.

Energy above the lowest of the compared OMol25 structures with the same formula, charge and spin = 1.8196 eV
Calculated total energy = -8371.4621 eV
F_max = 0.0246 Eh/bohr
HOMO = -10.1 eV
Net charge = 0
Structure (SMILES) = O[C@H]1C[C@@H](O)C1
Spin multiplicity = 1
Gap between HOMO and LUMO = 11.1 eV

***

(3)
Density functional theory data (the ωB97M-V functional and the def2-TZVPD basis) for the ion C9H23N2 with charge +1 at a distorted geometry.

The geometry in XYZ format:
```
34
Properties=species:S:1:pos:R:3:forces:R:3
C 2.272897 -0.569776 -1.516329 -1.2704 -1.3211 1.7627
C 1.645459 -0.306583 -0.166006 0.2843 1.4086 1.5110
N 0.201275 -0.096234 -0.136754 0.4649 -1.6899 0.0333
C -0.077961 1.364356 0.082738 -1.4300 0.4830 -2.2340
C 0.536141 1.999202 -1.203660 0.5178 -1.0899 -0.3004
C -1.585531 1.730025 0.184083 -0.4868 0.6865 -1.1870
C 0.626639 2.035768 1.206475 -0.6594 2.0910 0.6987
N -0.571923 -1.305729 0.349517 -3.3642 2.1637 0.4232
C 0.154890 -2.579148 0.149268 -1.7092 -0.5674 -2.3567
C -1.228511 -1.278588 1.754276 -1.4097 -3.2066 -0.4880
C -1.797193 -1.258224 -0.620567 0.2156 0.7870 -2.4484
H 1.837472 0.014516 -2.259292 -0.4449 0.8891 -1.3439
H 3.294070 -0.427776 -1.401888 2.0360 0.4761 -0.1778
H 2.130513 -1.617750 -1.713301 -0.0177 -0.4474 -0.5843
H 1.993092 -1.022714 0.564820 -0.0890 -0.4212 0.1380
H 1.945183 0.633824 0.341746 0.9544 -0.9281 -0.9614
H 1.634788 1.885975 -1.186745 -0.5383 0.5323 0.1330
H 0.257895 1.551883 -2.160604 -0.5090 -0.2178 0.2856
H 0.265861 3.021369 -1.265123 -0.1126 1.1315 0.1757
H -1.986540 1.317139 1.083694 -0.4996 -0.3841 0.6401
H -2.270027 1.436139 -0.681008 1.2835 0.4572 1.0009
H -1.717396 2.836036 0.313979 0.3977 -0.9523 -0.3025
H 1.697054 2.138875 1.141901 0.2233 0.2242 -0.1722
H 0.162294 3.046331 1.408211 0.7619 -0.8214 -0.7077
H 0.396526 1.566610 2.096431 -0.2334 -1.3690 2.1887
H 0.414753 -2.497330 -0.927500 0.3066 -0.5857 0.7652
H 1.002775 -2.710965 0.779068 0.3575 0.0006 0.5137
H -0.602615 -3.424880 0.230395 1.0179 1.1672 0.2002
H -0.762298 -2.073533 2.393979 -0.1888 1.0599 -0.5279
H -1.232674 -0.338969 2.185289 0.5629 1.8361 0.7238
H -2.364929 -1.566781 1.678363 2.2800 0.3976 -0.1729
H -2.445248 -0.352134 -0.469350 1.1039 -1.0768 0.5254
H -1.316570 -1.022159 -1.690554 -1.1715 -1.2119 2.3251
H -2.510158 -2.128775 -0.545552 1.3663 0.4990 -0.0791
```
Positions in Å, forces in eV/Å.

Energy above the lowest of the compared OMol25 structures with the same formula, charge and spin = 2.5933 eV
Calculated total energy = -12676.2615 eV
F_max = 0.0782 Eh/bohr
HOMO = -13.0 eV
Net charge = +1
Structure (SMILES) = CCN(C(C)(C)C)[N+](C)(C)C
Spin multiplicity = 1
Gap between HOMO and LUMO = 10.5 eV

***

LUMO in Eh, matching the order above: 0.00256; 0.03514; -0.09008